1.
C39H56O33 | the ωB97M-V functional and the def2-TZVPD basis

```
128
Properties=species:S:1:pos:R:3:lowdin_charge:R:1
C 1.6832 -4.8326 -1.1087 -0.075
C 2.1982 -5.4102 -2.4235 -0.102
O 1.5320 -4.6627 -3.4312 0.071
C 0.4967 -4.0077 -2.8933 -0.570
O -0.3977 -3.4808 -3.4816 0.137
O 0.5534 -4.0389 -1.5383 0.049
H 2.3990 -4.1999 -0.5919 0.105
H 1.2906 -5.6140 -0.4643 0.120
H 1.9204 -6.4675 -2.4547 0.135
H 3.2728 -5.3732 -2.5526 0.113
C -0.4368 -0.7452 -1.4915 -0.059
C -0.3769 0.6046 -0.7907 -0.084
O -1.2666 0.4839 0.3193 0.053
C -1.8138 -0.7379 0.3288 -0.561
O -2.4828 -1.1804 1.2108 0.147
O -1.5089 -1.4170 -0.7923 0.064
H 0.4390 -1.3861 -1.5077 0.121
H -0.8510 -0.5923 -2.4853 0.107
H -0.8924 1.3495 -1.4171 0.125
H 0.5667 1.1234 -0.6468 0.116
C -2.1959 -0.3685 -5.0523 -0.065
C -0.7351 -0.7659 -5.2074 -0.123
O -0.0029 0.4113 -4.8388 0.033
C -0.8458 1.4682 -4.7688 -0.599
O -0.4981 2.5809 -4.5209 0.142
O -2.1145 1.0911 -4.9633 0.058
H -2.6629 -0.6261 -4.1069 0.103
H -2.7812 -0.6321 -5.9252 0.135
H -0.4674 -1.1456 -6.1937 0.135
H -0.4396 -1.5444 -4.5060 0.078
C -5.3155 -1.8139 -0.3258 -0.097
C -6.3477 -2.5521 -1.1503 -0.108
O -6.0312 -2.1945 -2.4998 0.079
C -5.2178 -1.1230 -2.4854 -0.565
O -4.8610 -0.5273 -3.4548 0.146
O -4.8491 -0.8033 -1.2296 0.056
H -4.4628 -2.4203 -0.0306 0.115
H -5.7776 -1.3542 0.5435 0.136
H -7.3961 -2.3171 -0.9369 0.130
H -6.3655 -3.6384 -1.0380 0.134
C -2.2784 -4.2741 1.2337 -0.114
C -0.8969 -4.7763 1.6036 -0.109
O -0.7916 -5.8985 0.7095 0.037
C -2.0358 -6.3487 0.4336 -0.573
O -2.2802 -7.3417 -0.1732 0.159
O -2.9635 -5.5040 0.9470 0.059
H -2.1981 -3.7414 0.2843 0.119
H -2.7125 -3.6635 2.0166 0.130
H -0.7997 -5.0802 2.6443 0.134
H -0.1213 -4.0538 1.3720 0.114
C -1.5390 0.6265 5.4415 -0.013
C -1.3730 -0.0337 4.0832 -0.288
C -0.2554 0.5072 3.2063 -0.082
O 0.4810 -0.6458 2.8292 0.080
C 0.0596 -1.7179 3.4987 -0.557
O 0.5155 -2.8157 3.3406 0.124
O -1.0582 -1.4472 4.1982 0.093
H -1.9286 -0.1162 6.1364 0.088
H -2.3504 1.3527 5.3281 0.084
H -0.6835 1.1853 5.8131 0.081
H -2.3513 -0.0070 3.6064 0.139
H 0.4080 1.1657 3.7846 0.135
H -0.5443 1.1585 2.3872 0.102
C -2.1277 6.8470 1.7216 -0.011
C -0.7365 6.2766 1.5419 -0.279
C 0.0530 5.9575 2.8192 -0.066
O 0.6455 4.6882 2.5574 0.064
C 0.0832 4.1302 1.4627 -0.556
O 0.3193 3.0307 1.0765 0.156
O -0.8396 4.9577 0.9611 0.075
H -2.8049 6.5194 0.9410 0.080
H -2.0265 7.9251 1.8661 0.092
H -2.5600 6.5447 2.6835 0.089
H -0.1946 6.8848 0.8134 0.156
H -0.6646 5.8867 3.6456 0.132
H 0.8296 6.6306 3.1736 0.140
C 2.7044 -1.6196 -4.8176 -0.005
C 3.9292 -1.8256 -3.9573 -0.291
C 4.0233 -0.8430 -2.7903 -0.052
O 4.6165 -1.6393 -1.7366 0.071
C 4.4717 -2.9316 -2.0537 -0.576
O 4.7514 -3.8692 -1.3669 0.144
O 3.8709 -3.0714 -3.2428 0.074
H 2.6139 -0.6008 -5.1841 0.095
H 1.8436 -1.9344 -4.2260 0.073
H 2.7692 -2.2806 -5.6837 0.098
H 4.8146 -1.8323 -4.5960 0.157
H 3.0556 -0.4712 -2.4573 0.129
H 4.7113 -0.0257 -2.9890 0.139
C 4.3140 -1.6476 4.2925 -0.010
C 4.6218 -1.8958 2.8260 -0.271
C 3.7721 -3.0422 2.2134 -0.068
O 3.1711 -2.4423 1.0656 0.054
C 3.3666 -1.1134 1.0829 -0.577
O 2.8007 -0.3691 0.3396 0.138
O 4.1954 -0.7463 2.0659 0.076
H 3.8788 -2.5392 4.7502 0.086
H 3.5620 -0.8705 4.4093 0.091
H 5.2180 -1.4080 4.8499 0.081
H 5.6783 -2.0604 2.6289 0.150
H 2.9311 -3.2787 2.8656 0.110
H 4.4094 -3.9101 2.0673 0.138
C 3.3566 3.4795 -0.1873 -0.017
C 3.5224 3.6434 1.3181 -0.316
C 4.8008 2.9842 1.8002 -0.076
O 5.1387 3.8055 2.9281 0.068
C 4.5435 5.0079 2.7610 -0.564
O 4.6306 5.9253 3.5059 0.164
O 3.8715 5.0176 1.5752 0.074
H 4.2821 3.6644 -0.7255 0.086
H 2.5592 4.1627 -0.5033 0.087
H 2.8995 2.5287 -0.4709 0.075
H 2.5642 3.3171 1.7148 0.127
H 5.6034 3.0659 1.0688 0.136
H 4.6137 1.9368 2.0356 0.128
C -3.5999 3.0391 -2.1001 -0.004
C -3.7124 3.6713 -0.7415 -0.322
C -5.0900 3.6676 -0.0855 -0.063
O -4.7707 3.5647 1.3115 0.067
C -3.5027 3.1418 1.4616 -0.567
O -2.9673 2.8918 2.4926 0.158
O -2.8902 3.0466 0.2570 0.062
H -4.2315 3.5972 -2.7946 0.100
H -3.8449 1.9792 -2.1322 0.083
H -2.5825 3.2144 -2.4564 0.084
H -3.2604 4.6699 -0.8045 0.148
H -5.6078 2.7395 -0.3343 0.138
H -5.6571 4.5569 -0.3352 0.136
```

Lowest unoccupied orbital energy = 0.47 eV
Largest force on an atom = 2.852 eV Å⁻¹
Electronic energy = -4002.7912 hartree
Frontier orbital gap = 11.11 eV
Total charge = 0

2.
C5H16NOSi | the ωB97M-V functional and the def2-TZVPD basis

```
24
Properties=species:S:1:pos:R:3:nbo_charge:R:1
C 1.3418 0.9065 -1.5479 -0.630
C 0.7836 -1.6032 -1.5492 -0.592
C -0.3787 -1.5163 2.1214 -0.209
C 0.9404 -0.2429 -0.7235 -0.389
C -0.3131 -0.0241 0.0538 0.369
N -1.6505 0.2825 -0.9504 -0.804
O -0.8960 -1.0895 0.7069 -0.635
Si -0.4913 2.2060 2.1777 0.748
H 2.2739 0.6160 -2.1017 0.239
H 0.7128 1.1812 -2.4314 0.213
H 1.6996 1.7411 -0.9327 0.238
H 1.5796 -1.6027 -2.2053 0.230
H -0.1757 -1.6556 -2.0580 0.180
H 0.9019 -2.4611 -0.8199 0.237
H 0.5393 -2.0108 1.9492 0.205
H -1.2519 -2.1008 2.4294 0.224
H -0.3620 -0.5754 2.6020 0.182
H 1.7454 -0.2657 -0.0099 0.258
H -1.8431 1.2421 -1.1639 0.434
H -1.1583 -0.3511 -1.6437 0.446
H -2.5390 -0.1149 -0.5720 0.447
H 0.2013 1.6684 3.3017 -0.132
H -1.9178 2.4500 1.9642 -0.137
H 0.2580 3.3204 1.4033 -0.123
```

Lowest unoccupied orbital energy (spin up / spin down) = -4.22 / -4.22 eV
Largest force on an atom = 4.938 eV Å⁻¹
Electronic energy = -619.1495 hartree
Frontier orbital gap (spin up / spin down) = 7.39 / 7.39 eV
Total charge = +1

3.
C30H66O19S7 | the ωB97M-V functional and the def2-TZVPD basis

```
122
Properties=species:S:1:pos:R:3:lowdin_charge:R:1
C 16.0340 -24.0211 -4.8683 -0.015
C 15.7938 -23.1020 -6.0588 -0.280
C 14.3050 -23.0512 -6.5151 -0.106
O 14.0620 -21.6888 -6.7462 0.112
C 15.0165 -20.9914 -6.2002 -0.694
O 14.9717 -19.8309 -6.0233 0.176
O 15.9698 -21.7213 -5.7681 0.127
H 15.4232 -23.9172 -3.9715 0.090
H 17.0620 -23.7186 -4.6689 0.089
H 15.8343 -25.0552 -5.1490 0.090
H 16.3153 -23.3728 -6.9768 0.155
H 13.5432 -23.5960 -5.9575 0.132
H 14.1690 -23.6550 -7.4124 0.126
C 8.9526 -15.1970 -6.5706 -0.021
C 9.2055 -14.6115 -7.9882 -0.313
C 9.4760 -15.7967 -8.8877 -0.089
O 8.3358 -15.7716 -9.6946 0.135
C 7.5763 -14.8264 -9.5124 -0.603
O 6.6296 -14.6088 -10.2682 0.114
O 8.0228 -14.0106 -8.4813 0.088
H 8.9090 -14.4211 -5.8062 0.081
H 9.8729 -15.6906 -6.2583 0.082
H 8.1621 -15.9474 -6.5631 0.096
H 10.0484 -13.9205 -7.9985 0.154
H 9.5972 -16.7712 -8.4147 0.138
H 10.4086 -15.6235 -9.4247 0.138
C 12.1895 -18.1069 1.2473 -0.021
C 12.5558 -16.6034 1.5456 -0.263
C 11.6688 -15.6205 0.6152 -0.177
O 11.1564 -14.6645 1.3833 0.076
C 11.1560 -15.1004 2.6698 -0.363
O 10.6978 -14.4001 3.6384 0.080
O 12.0079 -16.2639 2.8208 0.029
H 12.8365 -18.7713 1.8200 0.074
H 12.0861 -18.3970 0.2017 0.081
H 11.2173 -18.2645 1.7144 0.082
H 13.5739 -16.2749 1.3367 0.142
H 10.8674 -16.1458 0.0957 0.129
H 12.3194 -15.2455 -0.1748 0.131
C 2.6585 -19.5970 -14.0249 -0.023
C 2.1815 -20.2537 -12.7129 -0.326
C 1.1458 -19.5660 -11.8097 -0.048
O 0.1189 -20.5932 -11.6940 0.030
C 0.4117 -21.7426 -12.3977 -0.416
O -0.2607 -22.8211 -12.3443 0.083
O 1.6206 -21.5086 -13.0306 0.061
H 1.8734 -18.9286 -14.3786 0.073
H 2.9930 -20.1644 -14.8934 0.088
H 3.4525 -18.8533 -13.9586 0.081
H 3.1216 -20.3937 -12.1793 0.140
H 0.7065 -18.9133 -12.5640 0.118
H 1.3618 -19.0029 -10.9017 0.140
C 5.8382 -9.0798 -4.8643 -0.297
S 4.8547 -10.2876 -3.9124 0.871
O 4.9585 -9.5660 -2.5651 -0.610
C 3.1780 -9.5303 -4.5206 -0.228
H 5.8948 -9.4366 -5.8927 0.043
H 6.8992 -8.9420 -4.6562 0.050
H 5.4938 -8.0644 -4.6683 0.053
H 2.3542 -9.9418 -3.9375 0.037
H 2.9116 -9.6524 -5.5704 0.040
H 3.1892 -8.4650 -4.2899 0.042
C 5.3151 -25.8244 -7.9368 -0.255
S 6.3396 -24.5888 -7.0554 0.796
O 7.7204 -25.1690 -7.2241 -0.576
C 6.0205 -23.1466 -8.2036 -0.242
H 5.2171 -26.8065 -7.4741 0.054
H 6.0242 -25.8490 -8.7643 0.035
H 4.3404 -25.4170 -8.2052 0.050
H 5.0106 -22.7963 -7.9902 0.045
H 6.1130 -23.5648 -9.2060 0.045
H 6.7515 -22.3740 -7.9652 0.047
C 5.3806 -21.6959 -0.4105 -0.264
S 4.9284 -20.0733 -1.1183 0.786
O 6.1847 -19.5844 -1.7756 -0.572
C 3.5622 -20.2852 -2.3463 -0.238
H 6.1927 -21.8076 0.3080 0.056
H 5.5622 -22.2990 -1.3001 0.043
H 4.6834 -22.2051 0.2549 0.046
H 2.7969 -20.8681 -1.8338 0.049
H 4.0473 -20.9316 -3.0777 0.038
H 3.3174 -19.3396 -2.8300 0.055
C 13.9918 -7.9361 -5.2701 -0.241
S 14.2646 -9.7582 -4.8794 0.840
O 15.3391 -10.2497 -5.8799 -0.601
C 15.1623 -9.4994 -3.2789 -0.268
H 15.0064 -7.6268 -5.5211 0.045
H 13.6338 -7.4416 -4.3671 0.040
H 13.4329 -7.7140 -6.1792 0.048
H 16.0565 -8.8938 -3.4264 0.048
H 15.5901 -10.3345 -2.7241 0.055
H 14.5639 -8.7515 -2.7587 0.034
C 15.0691 -19.2010 -13.1201 -0.235
S 16.8924 -19.2008 -12.5395 0.858
O 17.7017 -19.4907 -13.8133 -0.601
C 17.2416 -17.4177 -12.4121 -0.286
H 15.0181 -19.9976 -13.8623 0.035
H 14.7500 -18.3539 -13.7272 0.046
H 14.3210 -19.5126 -12.3911 0.035
H 16.7545 -17.0369 -11.5144 0.044
H 16.9974 -16.8134 -13.2858 0.055
H 18.3126 -17.2182 -12.4463 0.050
C 1.3306 -10.3839 -13.8880 -0.249
S 0.8576 -10.9701 -15.5898 0.849
O 2.0021 -11.9313 -15.8581 -0.613
C -0.4978 -12.2664 -15.0862 -0.227
H 2.0459 -9.6747 -14.3045 0.027
H 1.7888 -11.1955 -13.3228 0.060
H 0.4429 -9.8841 -13.5001 0.043
H -0.2259 -12.9676 -14.2973 0.047
H -0.5424 -12.9631 -15.9232 0.033
H -1.4094 -11.6880 -14.9355 0.031
C 7.1314 -14.2250 -18.6576 -0.226
S 7.7118 -12.7411 -19.7866 0.849
O 9.2215 -12.8996 -20.0994 -0.603
C 6.8619 -13.4017 -21.3404 -0.260
H 7.6454 -15.0635 -19.1276 0.034
H 6.0558 -14.4003 -18.6806 0.038
H 7.3824 -14.1962 -17.5973 0.037
H 7.1884 -12.8401 -22.2157 0.040
H 5.7760 -13.3176 -21.2976 0.044
H 7.2415 -14.3970 -21.5712 0.046
```

Lowest unoccupied orbital energy = -0.02 eV
Largest force on an atom = 7.369 eV Å⁻¹
Electronic energy = -5399.0380 hartree
Frontier orbital gap = 8.63 eV
Total charge = 0

4.
C6H13NOSi | the ωB97M-V functional and the def2-TZVPD basis

```
22
Properties=species:S:1:pos:R:3:nbo_charge:R:1
C 3.8731 -0.7576 -0.5341 -0.063
C 3.2562 0.4531 0.3782 -0.088
C 0.9905 0.7217 -0.1318 -0.279
C -0.6810 -1.8052 0.9203 -1.036
C -1.8669 -0.0731 -1.6006 -1.088
C -1.7532 1.2146 1.2155 -1.083
N 4.0514 -0.5861 -1.7295 -0.205
O 1.9257 0.2213 0.5557 -0.464
Si -0.7932 0.0282 0.0078 1.466
H 3.8550 -1.5545 0.1076 0.195
H 3.7361 0.4181 1.3503 0.197
H 3.5901 1.4361 -0.0332 0.196
H 1.4116 1.3899 -0.9984 0.160
H -1.7467 -2.2190 0.8806 0.226
H -0.0399 -2.4612 0.2713 0.226
H -0.3585 -1.8704 1.9178 0.224
H -1.3540 0.4192 -2.3824 0.237
H -2.2479 -1.0083 -2.0275 0.247
H -2.7153 0.5353 -1.5576 0.234
H -2.4633 1.8955 0.6339 0.235
H -2.2366 0.6370 1.9336 0.227
H -0.9387 1.8118 1.8010 0.235
```

Lowest unoccupied orbital energy (spin up / spin down) = -0.57 / 0.43 eV
Largest force on an atom = 6.155 eV Å⁻¹
Electronic energy = -655.7267 hartree
Frontier orbital gap (spin up / spin down) = 6.50 / 9.71 eV
Total charge = 0